{"formula": "C57H98F3GaN11O4S", "method": "the ωB97M-V functional and the def2-TZVPD basis", "symbols": ["H", "H", "C", "H", "C", "H", "C", "H", "C", "H", "H", "H", "H", "H", "C", "H", "H", "F", "C", "H", "S", "N", "H", "N", "H", "H", "H", "H", "H", "C", "C", "C", "N", "H", "H", "O", "H", "H", "H", "H", "H", "C", "C", "H", "N", "C", "H", "H", "C", "C", "H", "C", "H", "H", "H", "O", "C", "H", "C", "C", "H", "H", "H", "H", "H", "C", "C", "H", "H", "C", "H", "C", "H", "C", "C", "C", "H", "C", "C", "N", "H", "H", "H", "H", "C", "N", "C", "H", "C", "H", "C", "C", "N", "H", "C", "C", "H", "H", "H", "H", "H", "C", "H", "H", "H", "F", "H", "H", "C", "H", "H", "H", "C", "C", "H", "H", "Ga", "C", "H", "C", "H", "C", "H", "C", "C", "H", "C", "O", "H", "H", "H", "C", "N", "C", "N", "O", "H", "H", "C", "C", "N", "C", "H", "H", "H", "H", "H", "C", "H", "C", "H", "H", "C", "H", "H", "C", "H", "F", "H", "C", "C", "C", "H", "H", "H", "H", "H", "C", "H", "H", "H", "H", "H", "N", "H"], "xyz": [[6.0761, -1.9693, 12.6770], [-7.8992, 4.8345, -2.3697], [2.7812, 1.0866, 4.7101], [2.1765, 0.5352, 5.4370], [0.9513, -5.4557, 6.1205], [-1.8279, 4.3762, 3.9487], [-0.8139, -1.7872, -13.7676], [-4.7415, -6.5312, 0.5723], [-6.0481, -8.2727, 0.4363], [-0.7665, -0.3830, -2.7084], [1.6294, -1.4354, -1.5429], [5.6479, -0.2826, 12.3387], [1.7021, 0.1694, 0.6582], [6.1890, 1.1041, 3.9654], [5.1218, -1.6737, 10.7557], [4.6085, 0.3036, 10.0125], [0.7466, 2.4190, -1.4590], [-2.1735, -0.0302, 4.6541], [0.6232, 4.9263, -7.8474], [0.4079, 8.9998, -1.7654], [-1.2580, -2.5400, 4.0025], [-2.3573, -4.6519, 1.4948], [0.2696, -5.8198, 5.3453], [8.5967, -0.7528, 10.9166], [-1.3216, 2.6807, 3.2859], [-4.1627, -7.9508, 1.4694], [0.5431, -2.8761, 0.6302], [-6.9317, -7.6768, 0.1769], [-0.5001, -2.7704, -1.6232], [7.6228, -0.0157, 6.5940], [4.7095, 1.1743, 2.4134], [-0.3716, -2.1455, 0.5850], [-10.1241, 1.3050, -1.7125], [2.1859, 6.9726, -3.2290], [0.8844, 2.2020, 1.8155], [-2.1826, -3.2590, 5.0552], [0.6506, -1.7598, -7.3246], [9.4871, -1.0522, 6.3644], [-7.7462, 0.8661, -1.1474], [3.0201, 0.6824, -0.5895], [5.7602, -1.9592, 6.4201], [5.1509, 1.4314, 3.8451], [1.0735, -6.4816, 7.2427], [-6.9262, 4.2016, -3.7112], [4.5484, -5.5607, 7.4035], [1.8089, 0.0662, -7.5479], [1.7739, -0.2415, -12.0120], [7.7813, -2.2159, 4.9658], [-1.5242, 3.7929, 2.9563], [-0.9060, -1.8609, -0.9684], [-0.1926, 4.3388, -7.4130], [-3.5954, -1.6396, 1.2938], [0.7139, 4.6905, 0.4379], [2.3676, 0.8769, 3.7186], [8.5035, -3.3125, 6.1432], [0.1225, -3.2978, 4.1083], [0.4572, -0.9672, -13.5705], [4.3180, -1.0118, 8.8583], [0.9180, 6.1137, -6.9453], [6.4655, -2.7835, 6.5653], [4.5918, 0.8323, 5.8363], [3.9138, 4.1475, -8.7135], [4.3176, -0.4108, 4.6158], [-0.8992, 0.5239, -1.0615], [-4.0734, -2.1355, 0.3195], [-10.3308, 3.6807, -3.1434], [1.2744, 2.1672, -0.4304], [-0.3276, -0.2780, -7.2729], [0.3114, -0.8534, -8.8113], [1.2818, 8.3430, -1.8447], [0.5602, -4.5044, 6.4994], [-0.0651, 5.7034, -2.3130], [-0.7011, -2.7932, -13.3472], [-5.0257, -7.8026, -1.7899], [1.8572, 0.6230, -0.4171], [-0.1493, 4.0489, 0.9516], [-0.8583, 7.3849, -3.3854], [4.2441, 0.6661, 4.8107], [-5.4546, -8.8982, -0.8275], [1.1626, 7.0987, -6.1970], [-2.0814, -1.8885, -1.0505], [1.6630, 1.0585, -7.9920], [5.9645, -0.4569, 9.1533], [-7.7320, 3.3577, 0.3438], [1.0929, 0.9145, -5.3140], [4.3434, 0.9611, 1.2258], [-7.8070, 4.0128, -3.0893], [0.2951, 5.2904, -8.8270], [1.9841, -6.0142, 8.3797], [-1.5636, -4.9927, 0.8846], [6.0324, -1.2062, 11.8927], [-0.2588, -0.1190, -11.3367], [-1.1793, 0.4664, -10.7042], [3.3660, 5.6541, -7.9813], [-6.2832, 2.3905, 2.1153], [-6.2947, -0.3394, 0.4516], [1.4537, -7.4215, 6.8239], [2.3790, -0.7749, -5.6281], [1.5948, 0.0830, -2.7099], [2.6292, -0.4134, -8.0933], [1.2775, -1.4468, -14.1159], [2.2026, 0.2089, -6.0764], [2.0278, -6.7773, 9.1639], [-9.1621, 4.8262, -4.5431], [-6.2479, 3.3954, 2.7244], [0.0367, -0.1901, 3.4965], [6.5005, -3.0238, 7.6341], [-1.1420, 4.2811, 0.3446], [-7.1518, 2.3874, 0.7170], [8.5939, -1.4709, 7.8374], [-4.7831, 1.1390, 3.7100], [2.1960, 2.9135, -0.3426], [7.8541, -2.4363, 6.0379], [0.5378, -0.7538, -7.7450], [-4.5874, -9.5194, -0.5786], [-8.9211, 3.0840, -4.6729], [-1.9536, -2.7789, 1.8224], [-0.4130, -0.4205, -1.5785], [-2.4663, 3.8599, 2.2521], [-9.0559, 3.9055, -3.9587], [-0.0202, -1.1241, 1.0406], [4.9996, -0.6477, 9.6336], [2.7913, 5.1977, -9.5989], [0.2567, 2.4337, 0.8534], [-5.4106, -0.2902, 1.8636], [2.6660, 2.1576, 4.9127], [-5.0560, -7.3849, 1.1809], [-0.3127, 4.4467, 2.3845], [-6.1992, -9.5351, -1.3167], [5.5021, -2.6135, 10.3369], [3.1255, 0.7919, -5.9894], [3.3857, -5.7663, 7.8461], [-4.6699, -6.8937, -2.5882], [0.0397, 6.7579, -3.4027], [0.1724, 1.4998, -4.6816], [-4.5981, -1.4528, 2.3541], [1.6430, 3.1910, -8.6125], [-0.7400, 1.8229, 0.7961], [-10.2178, 2.3822, -2.3613], [8.4894, -1.2523, 6.7692], [6.9040, 1.0100, 6.4487], [-0.8891, -0.7543, 4.5132], [-7.6200, 3.0880, -2.5345], [1.9162, -5.2649, 5.6402], [-1.6792, -1.3114, -13.2955], [-6.3150, -1.3075, -0.2058], [5.1083, 2.5070, 4.0479], [0.8510, -0.8246, -12.0990], [4.1240, -1.8807, 11.1581], [-7.1606, 0.9544, -0.1292], [1.2676, 7.6469, -1.0001], [-1.0403, -1.8869, -14.8339], [1.2546, -0.3096, -1.6365], [1.5995, -5.0905, 8.8256], [0.3114, 0.0251, -14.0146], [1.8765, 4.0604, -7.9880], [-10.4922, 4.5092, -2.4453], [-0.1087, -0.7694, 5.8061], [1.0273, -1.8083, -11.6507], [1.2926, 7.6074, -3.1810], [-5.4137, 1.1251, 2.7112], [7.4340, -0.9584, 11.3592], [-5.5137, -6.9835, 2.0906], [-3.2167, -0.5740, 0.9439], [-11.1979, 3.6246, -3.8100], [2.1811, 8.9585, -1.7425], [0.0757, -6.6887, 7.6450], [3.0509, 4.8124, -8.6061], [-6.3836, -9.0711, 1.1074], [-3.2388, -4.6405, 0.9128], [1.3754, 8.3416, -3.9901], [6.0633, -3.6518, 6.0338], [0.0893, 6.2629, -4.3784], [-0.1521, 4.8286, -1.4090], [2.1778, 3.6793, -7.0045]], "forces_ev_per_a": [[0.2, 0.2, -0.1], [0.0, -0.1, -0.1], [-0.1, 0.0, 0.0], [0.1, 0.1, -0.1], [-0.1, 0.0, 0.0], [0.9, -1.1, -2.1], [-0.1, -0.1, -0.1], [0.0, -0.2, 0.1], [0.0, 0.3, 0.3], [0.5, 0.0, 2.2], [-0.5, 2.4, -0.1], [0.2, -0.1, -0.1], [0.2, 0.7, -2.3], [-0.2, 0.1, -0.2], [-0.2, 0.0, -0.4], [0.1, -0.1, -0.1], [1.0, -0.6, 2.2], [4.6, -1.6, -0.4], [0.3, 0.7, 0.8], [0.1, -0.1, 0.0], [1.9, -6.2, 4.9], [0.1, 0.2, -1.0], [0.1, 0.2, 0.2], [-9.2, -1.7, 3.4], [-0.4, 2.1, -0.9], [-0.1, 0.2, 0.0], [-1.7, 1.4, -0.2], [0.1, -0.2, -0.1], [-0.9, 2.1, 1.1], [-4.6, 7.0, -0.8], [-2.2, -1.2, -8.0], [0.3, 1.0, 0.0], [-0.8, 8.6, -5.2], [-0.2, 0.0, -0.1], [-1.4, 0.3, -1.7], [2.0, 3.4, -3.0], [0.0, 0.1, 0.0], [-0.2, 0.2, 0.1], [1.3, 0.1, 2.4], [-2.5, -0.2, 0.4], [0.1, 0.0, 0.0], [-0.4, -0.5, -0.9], [-0.2, 0.0, -0.5], [-0.1, 0.0, 0.1], [-9.2, -1.7, 3.5], [-0.3, -0.1, -0.3], [-0.2, 0.0, 0.2], [0.1, 0.0, 0.2], [-0.3, 0.3, 1.0], [0.2, -0.2, 0.3], [0.1, 0.2, 0.1], [0.5, 0.6, -1.5], [-1.9, -1.4, 1.9], [0.1, 0.1, 0.1], [0.0, 0.2, 0.0], [-3.4, 3.2, -0.9], [-0.2, -0.1, -0.3], [0.1, 0.1, 0.1], [1.4, 6.7, 4.9], [-0.1, -0.1, -0.1], [0.1, 0.0, -0.3], [-0.1, 0.1, 0.0], [0.1, 0.1, 0.0], [1.0, -2.1, -0.8], [0.8, 1.0, 2.0], [0.2, -1.0, 0.4], [-0.1, -0.1, 0.1], [0.1, -0.1, 0.0], [0.0, 0.0, 0.2], [0.1, 0.0, 0.1], [0.0, -0.2, -0.2], [-0.9, -5.8, 5.8], [-0.1, 0.1, -0.1], [2.5, 5.9, -5.6], [0.7, 0.3, -0.9], [0.2, -0.7, 0.2], [0.1, -0.2, 0.1], [-0.4, -0.1, 0.3], [0.1, 0.9, -0.6], [-1.8, -7.8, -6.3], [2.2, 0.0, 0.3], [0.1, -0.1, 0.1], [-0.1, 0.0, 0.1], [1.4, -2.4, 1.0], [-6.0, 3.9, 4.5], [3.2, 1.7, 9.6], [0.1, 0.0, 0.0], [0.0, 0.1, 0.2], [0.9, 0.0, -0.5], [-1.4, 0.4, 0.8], [0.9, 0.0, -0.5], [-6.1, 4.0, 4.5], [7.3, -4.6, -5.1], [-0.1, -0.1, -0.1], [0.0, -2.4, -1.7], [-0.3, 3.2, 1.4], [0.0, 0.1, 0.2], [-0.1, 0.2, 0.1], [-0.7, -0.6, 2.5], [0.0, 0.1, 0.2], [0.0, 0.1, 0.2], [-0.9, 0.6, 0.4], [0.2, 0.2, -0.1], [-0.1, -0.1, 0.1], [-0.1, -2.2, -1.3], [-3.4, -1.0, 3.3], [0.0, 0.0, -0.1], [2.0, -0.6, 1.7], [2.4, -4.0, 1.6], [-0.1, 0.2, -0.1], [-1.5, 0.2, -2.3], [-2.0, -1.5, 0.0], [-0.3, -0.2, -0.1], [0.0, -0.1, -0.1], [0.0, 0.2, -0.1], [-0.1, 0.1, 0.1], [-0.2, -0.1, -3.1], [0.5, -0.4, -1.3], [2.0, -0.2, 1.1], [0.4, 0.0, -0.1], [-0.5, -1.8, -0.9], [-0.1, 0.0, -0.1], [0.1, 0.0, 0.1], [0.5, 1.3, -0.6], [-1.9, 2.8, -0.6], [0.0, -0.1, 0.0], [0.0, 0.0, 0.1], [-1.9, -1.4, -1.1], [0.2, 0.2, -0.1], [0.0, 0.1, 0.2], [-0.2, 0.0, 0.2], [7.9, 1.5, -2.7], [-2.9, -7.2, 6.4], [0.2, -0.8, 0.9], [7.3, -4.6, -5.2], [-2.0, 3.7, -2.6], [-0.1, 0.2, 0.1], [2.1, 0.8, 0.2], [0.3, -7.2, 4.5], [-0.7, 0.7, -0.3], [5.8, -8.1, 1.2], [1.4, 1.4, 1.2], [-0.1, 0.1, 0.0], [-0.1, 0.0, 0.1], [0.1, -0.1, 0.0], [0.1, 2.0, 1.5], [0.0, -0.1, -0.2], [-0.9, 0.6, 0.3], [0.2, 0.0, 0.1], [2.5, 0.5, 3.8], [-0.1, 0.1, -0.1], [0.0, 0.0, 0.2], [-0.9, -0.5, 0.6], [0.2, 0.0, -0.1], [0.1, -0.1, 0.1], [0.4, -0.1, 0.0], [0.0, -0.2, 0.0], [-2.8, 0.7, -4.0], [-0.1, 0.2, 0.1], [0.3, 0.3, 0.2], [-2.0, -1.1, -3.8], [7.9, 1.5, -2.7], [0.1, -0.1, -0.1], [-0.7, -2.0, 0.6], [0.0, -0.1, 0.2], [-0.1, 0.0, 0.0], [0.2, 0.0, 0.1], [0.1, 0.0, -0.1], [0.0, 0.0, -0.2], [1.4, -0.2, 0.7], [-0.1, -0.3, 0.1], [0.0, 0.1, 0.2], [-0.1, 0.0, 0.4], [0.7, 7.2, -8.8], [-0.2, 0.0, -0.1]], "largest_force_ev_per_a": 11.4, "homo_energy_ev": -5.29, "charge": -1, "orbital_gap_ev": 6.61}


{"formula": "C21H12B3F9O3", "method": "the ωB97M-V functional and the def2-TZVPD basis", "symbols": ["C", "H", "H", "C", "C", "C", "F", "H", "C", "H", "C", "F", "C", "C", "B", "H", "C", "F", "C", "O", "C", "C", "C", "B", "F", "O", "H", "B", "H", "F", "F", "H", "C", "C", "F", "F", "H", "H", "H", "F", "C", "C", "H", "C", "C", "C", "O", "C"], "xyz": [[2.7554, -4.1833, -0.1253], [-6.8467, -1.3336, 1.2587], [-6.1860, 0.8264, 2.0154], [-3.3954, -0.0323, 0.2449], [-5.4542, -3.2427, -0.2904], [4.2466, 4.4813, -0.7363], [-6.5807, -3.6433, 0.1751], [1.1990, -5.6027, -0.2053], [-3.8299, -1.3068, -0.0708], [2.6580, 2.2690, -1.1249], [2.8778, 4.2714, -0.2224], [-4.4643, -4.1188, 0.1938], [-4.1987, 0.8252, 0.9508], [2.2483, 5.1310, 0.5992], [0.3841, -0.7577, -0.5556], [-3.8657, 1.7606, 1.4337], [0.9533, 4.9569, 0.9598], [4.4288, 5.7774, -1.0708], [0.9562, 2.8886, -0.2188], [0.9366, 0.5482, -0.8401], [1.4228, -4.5050, -0.2420], [1.1577, -2.0883, -0.5514], [4.8196, -2.7047, -0.1780], [0.1696, 1.5668, -0.4180], [5.3942, -2.6470, -1.4764], [-1.1697, 1.5384, -0.0453], [0.3611, 5.6508, 1.5060], [-1.7737, 0.2544, 0.0211], [-0.6616, 3.5438, 0.8973], [5.3389, -3.6824, 0.5644], [4.9514, -1.5167, 0.3691], [2.9328, -0.8557, -0.5356], [3.3259, -2.9417, -0.2591], [0.6134, -3.3711, -0.4276], [4.3871, 3.6572, -1.8402], [5.1197, 4.2032, 0.2058], [2.7121, 6.0295, 0.9033], [3.4841, -4.9682, 0.1410], [-3.1391, -1.9918, -0.5410], [-5.4209, -3.1210, -1.6268], [2.2072, 3.1205, -0.5953], [-5.4979, 0.3374, 1.3332], [-0.4750, -3.5259, -0.2839], [-5.9119, -0.8871, 0.8814], [2.5506, -1.8444, -0.6457], [0.3271, 3.8392, 0.5334], [-1.0261, -0.8053, -0.2983], [-5.0216, -1.7997, 0.2381]], "forces_ev_per_a": [[2.1, -1.7, 0.5], [0.2, 0.6, -0.4], [0.3, 0.5, -0.2], [3.1, 1.3, 0.3], [3.9, 3.5, 1.9], [-1.5, 0.0, -0.7], [-1.6, -0.8, -0.1], [-0.6, 1.5, 0.1], [2.2, -0.9, -1.1], [0.3, 0.9, -0.1], [-0.1, -1.5, -1.0], [-1.3, 0.5, -1.4], [-1.9, -0.1, 1.7], [0.3, 1.9, 0.3], [-2.0, 1.0, -0.7], [0.0, -0.5, -0.8], [-1.1, 0.0, 0.3], [0.4, -0.5, -0.5], [-2.7, -0.5, 0.6], [-0.7, -4.0, 0.4], [0.4, 0.6, -0.5], [0.8, 1.3, -0.9], [-2.2, -0.8, -1.7], [0.0, 2.0, 0.4], [-0.4, -0.4, 2.5], [-0.2, -1.8, 0.2], [0.1, 0.7, 0.6], [-2.1, 1.6, -0.8], [0.1, 0.7, -0.2], [1.3, 0.5, -0.3], [1.6, 0.6, 0.5], [0.2, 0.6, -0.7], [0.1, 1.1, -1.9], [-1.2, -1.1, 0.8], [1.1, 1.3, 1.0], [1.4, -0.5, 0.1], [0.8, 0.8, 0.3], [-0.6, 0.2, -0.3], [0.3, 0.1, -0.2], [-0.3, -1.4, 0.2], [2.5, -1.5, -1.3], [0.9, 0.4, -0.6], [0.7, 0.5, -0.5], [-0.3, -2.5, 0.7], [-1.1, -2.3, 2.3], [-2.1, -0.8, 1.0], [2.3, -1.0, 0.0], [-3.6, -0.1, 0.2]], "largest_force_ev_per_a": 5.6, "homo_energy_ev": -9.88, "smiles": "FC(F)(F)c1cccc(B2OB(c3cccc(C(F)(F)F)c3)OB(c3cccc(C(F)(F)F)c3)O2)c1", "orbital_gap_ev": 9.76}


Number 1: E -5755.69314 Eh. Number 2: E -2006.83165 Eh.